Entry 1:
7
Properties=species:S:1:pos:R:3 method="wB97M-V/def2-TZVPD" de_lowest_kcal_mol=125.7 homo_energy_ev="-18.800 / -18.795" charge=+1 multiplicity=1 homo_lumo_gap_ev="9.541 / 9.569"
C -1.13 -0.02 -0.01
O 2.74 0.14 0.00
O 0.64 -0.58 0.21
O 1.58 0.35 -0.10
H -1.46 0.33 0.97
H -1.60 -0.95 -0.38
H -0.77 0.73 -0.69

=====

Entry 2:
8
Properties=species:S:1:pos:R:3 method="wB97M-V/def2-TZVPD" de_lowest_kcal_mol=85.6 homo_energy_ev=-10.352 multiplicity=1 homo_lumo_gap_ev=9.972 smiles="COOP=O"
C -0.42 0.52 1.12
O -0.80 -0.51 0.28
O 0.28 -0.95 -0.50
P 0.35 -0.40 -2.07
O 1.52 -1.06 -2.62
H 0.63 0.28 1.47
H -1.15 0.73 1.84
H -0.41 1.38 0.49